A molecular structure, C26H14F5NOPRhSe2 at a distorted geometry. Source: the OMol25 dataset; level of theory: ωB97M-V/def2-TZVPD.

energy above the lowest of the compared OMol25 structures with the same formula, charge and spin = 73.47 kcal per mole
calculated total energy = -6883.00274 Ha
E_LUMO (alpha / beta) = -0.755 / -2.302 eV
F_max = 4.451 eV/A
frontier orbital gap (alpha / beta) = 4.20 / 6.13 eV
HOMO energy (alpha / beta) = -5.0 / -8.4 eV

Geometry as ORCA input:
```
! wB97M-V def2-TZVPD RIJCOSX def2/J DEFGRID3
* xyz 0 5
Rh -0.6225 -1.3754 0.3961
O 2.2257 4.3214 0.7212
C 1.6935 3.2576 0.6180
C 1.7772 2.1880 1.6289
C 2.4794 2.3161 2.7874
C 2.3384 1.3597 3.8168
C 1.4953 0.3033 3.6985
C 0.8068 0.1613 2.4848
C 0.9197 1.1195 1.4671
P -0.2964 0.9415 0.1051
C -1.8189 1.9313 0.2897
C -2.9782 1.1721 0.1952
C -4.2569 1.7654 0.2438
C -4.3591 3.1366 0.3747
C -3.1958 3.8912 0.6028
C -1.9506 3.3278 0.5225
C -0.0062 0.5939 -1.6988
C 1.2558 0.6252 -2.4070
C 1.2959 0.6144 -3.7770
C 0.1056 0.5496 -4.5157
C -1.0814 0.4205 -3.8528
C -1.1607 0.4553 -2.4508
H 3.0444 3.2132 2.9232
H 2.9146 1.6040 4.6757
H 1.4080 -0.4203 4.4940
H 0.1007 -0.6617 2.4190
H -2.9144 0.0870 0.0988
H -5.1756 1.2328 0.1397
H -5.3065 3.6457 0.3347
H -3.3335 4.9682 0.6989
H -1.0616 3.9388 0.6114
H 2.1053 0.8090 -1.7477
H 2.2511 0.7476 -4.2344
H 0.1288 0.6538 -5.6171
H -1.9985 0.4113 -4.4101
H -2.1004 0.4494 -1.9252
Se 0.0703 3.7949 -3.0162
C 0.7611 3.6044 -1.4316
N 0.7929 2.8184 -0.3714
F 1.3120 -7.7841 1.5761
C 1.2107 -6.6202 0.9514
C 0.0083 -5.9277 1.0580
F -1.0173 -6.3687 1.7858
C -0.0327 -4.6762 0.4811
F -1.1803 -3.9715 0.5973
C 1.0582 -4.1494 -0.2207
Se 0.7938 -2.4737 -1.0298
C 2.2678 -4.8524 -0.2130
F 3.3734 -4.3061 -0.7461
C 2.3486 -6.1076 0.3500
F 3.5041 -6.7354 0.5178
*
```

Mulliken atomic charge list, values in e, 8 entries: number 1, Rh, carries -0.70; number 2, O, carries -0.72; number 3, C, carries 0.08; number 4, C, carries -0.03; number 5, C, carries -0.65; number 6, C, carries -0.55; number 7, C, carries -1.20; number 8, C, carries -0.45